This record from the Open Molecules 2025 dataset describes C17H48GeN6O2PPtSe as an isolated structure. The level of theory is the ωB97M-V functional and the def2-TZVPD basis.

E_tot: -165816.47814 eV
LUMO level: -0.3242 Eh
E_HOMO: -0.527 Ha
energy relative to the best compared isomer or geometry (same formula, charge and spin): 46.64 kJ/mol

Structure (ORCA input):
```
! RIJCOSX wB97M-V def2-TZVPD def2/J DEFGRID3
* xyz 3 1
Pt -0.80 1.28 -0.30
C -1.47 -0.59 -2.42
C -1.61 0.83 -3.02
N -2.12 1.78 -1.99
C -3.58 1.63 -1.74
C -3.89 1.94 -0.28
N -2.88 1.34 0.62
C -3.03 -0.11 0.94
C -2.66 -0.99 -0.24
N -1.39 -0.55 -0.92
H -2.30 -1.23 -2.71
H -0.56 -1.05 -2.80
H -0.63 1.19 -3.32
H -2.26 0.82 -3.89
H -1.95 2.73 -2.29
H -4.14 2.30 -2.38
H -3.88 0.62 -2.01
H -3.86 3.02 -0.13
H -4.90 1.60 -0.04
H -2.92 1.84 1.51
H -2.38 -0.31 1.78
H -4.06 -0.34 1.23
H -2.48 -2.01 0.12
H -3.45 -1.03 -0.98
H -0.65 -1.20 -0.60
C 1.57 -7.95 0.43
Ge 1.92 -6.04 0.55
C 3.18 -5.43 -0.81
C 2.54 -5.52 2.33
C 0.20 -5.09 0.20
Se 0.36 -3.15 0.42
C -0.16 -3.05 2.29
H 2.50 -8.51 0.59
H 1.19 -8.22 -0.55
H 0.85 -8.27 1.19
H 4.19 -5.74 -0.55
H 3.17 -4.34 -0.89
H 2.94 -5.86 -1.79
H 3.48 -6.02 2.54
H 1.83 -5.81 3.10
H 2.72 -4.44 2.38
H -0.60 -5.41 0.87
H -0.14 -5.26 -0.82
H 0.55 -3.61 2.90
H -1.16 -3.47 2.42
H -0.15 -2.01 2.60
N -0.58 5.10 2.34
C -0.71 5.79 1.01
P -0.54 4.57 -0.39
O -1.65 4.67 -1.37
O -0.28 3.27 0.36
C 0.95 5.13 -1.36
N 0.47 5.63 -2.70
H 0.12 5.55 2.94
H -0.30 4.12 2.18
H -1.46 5.10 2.86
H 0.04 6.57 0.96
H -1.69 6.25 0.94
H 1.65 4.31 -1.51
H 1.49 5.94 -0.86
H 0.72 6.61 -2.87
H -0.56 5.54 -2.71
H 0.85 5.09 -3.47
C 2.29 -0.10 1.89
C 2.05 0.75 0.62
C 2.37 2.21 0.88
C 2.94 0.19 -0.52
N 0.73 0.40 0.18
H 3.32 0.06 2.21
H 2.16 -1.16 1.66
H 1.63 0.19 2.70
H 3.42 2.31 1.14
H 1.78 2.63 1.69
H 2.20 2.78 -0.03
H 3.98 0.33 -0.23
H 2.76 0.73 -1.45
H 2.75 -0.87 -0.66
*
```

Here are the Mulliken charges for atoms 1 to 2, given in e: atom 1 (Pt): 1.73, atom 2 (C): -0.77